Computed, not measured: a cluster of 2 separate species, C5H10O in total, with ωB97M-V with the def2-TZVPD basis set.

```
16
Properties=species:S:1:pos:R:3
C 2.093 -0.655 0.645
C 1.457 -0.170 -0.415
C 0.165 -0.733 -0.951
C -0.962 0.252 -0.799
C -2.012 0.089 0.009
O -0.752 1.350 -1.579
H 1.712 -1.515 1.193
H 3.010 -0.206 1.018
H 1.847 0.704 -0.935
H 0.276 -0.963 -2.019
H -0.091 -1.658 -0.427
H -2.107 -0.808 0.609
H -2.793 0.840 0.105
H -1.460 1.987 -1.416
H -0.066 0.810 2.825
H -0.317 0.678 2.136
```

* SMILES string: C=CCC(=C)O.[H][H]
* E: -7392.5488 eV
* total charge: 0
* molecular weight: 86.1 g/mol
* HOMO energy: -8.986 eV
* ΔE to the lowest compared entry with this formula, charge and spin: 2.217 eV